Here is 2 unconnected molecules or ions with the total composition C17H26N4O4 from the Open Molecules 2025 dataset. Energies are from wB97M-V/def2-TZVPD.

```
! RIJCOSX wB97M-V def2-TZVPD def2/J DEFGRID3
* xyz 0 1
O -3.2001 -3.8721 -0.3649
O -5.2951 -3.1042 -0.5868
O 3.4628 -1.4691 1.7270
O 4.3039 -2.8569 0.1785
N -2.4822 3.5476 1.2032
N 6.7525 -1.3655 0.3538
N -2.5272 -1.8193 1.4196
N 2.2723 2.4547 -0.1506
C -3.7459 0.7744 0.5357
C 3.6072 2.1166 -0.1336
C -3.7845 -1.7688 0.6956
C 3.7735 0.8264 -0.5459
C 5.0733 0.0856 -0.6521
C -3.8315 -0.5425 -0.2300
C 2.4512 0.3275 -0.8457
C -3.6597 3.3270 0.3693
C -4.0319 -3.0293 -0.1240
C 4.3645 -1.8173 0.7979
C 5.4445 -0.7678 0.5785
C 0.1630 1.2332 -0.7813
C 1.9572 -0.9026 -1.3132
C 0.5952 -1.0479 -1.5052
C -0.2943 0.0123 -1.2410
C -3.7216 1.9929 -0.3842
C 1.5414 1.3744 -0.5884
H -1.3592 -0.1318 -1.4027
H -2.9951 -0.6119 -0.9406
H -2.8494 0.7502 1.1653
H -4.7534 -0.5766 -0.8222
H -4.6141 1.9881 -1.0267
H 7.0668 -1.8346 1.1991
H 5.9043 0.7820 -0.8030
H -2.8564 1.9220 -1.0611
H 5.0560 -0.5792 -1.5266
H -0.5224 2.0516 -0.5775
H -5.3430 -3.9184 -1.1146
H 5.4884 -0.1186 1.4591
H -2.4358 2.8460 1.9362
H 6.6463 -2.0984 -0.3447
H -1.6392 3.4348 0.6452
H 4.3531 2.8399 0.1741
H -4.5424 3.4211 1.0138
H -2.5726 -2.5470 2.1272
H 2.6349 -1.7305 -1.5104
H 1.8957 3.3558 0.0899
H -3.7161 4.1522 -0.3523
H 0.2014 -1.9937 -1.8668
H 2.7756 -2.1570 1.7153
H -1.8019 -2.1252 0.7728
H -4.6048 -1.6821 1.4197
H -4.6050 0.8519 1.2195
*
```

The calculation puts the energy relative to the best compared isomer or geometry (same formula, charge and spin) at 51.7 kcal/mol. The calculation puts the HOMO energy at -8.024 eV. Its SMILES is N[C@@H](Cc1c[nH]c2ccccc12)C(=O)O.NCCCC[C@H](N)C(=O)O. The gap between HOMO and LUMO is 8.6465 eV. The calculation puts the LUMO energy at 0.6 eV.

Here are the Mulliken charges for atoms 1 to 6, given in e: -0.58, -0.44, -0.45, -0.60, -0.62, -0.73

Here is C17H26N4O4S in the gas phase at a distorted geometry from the Open Molecules 2025 dataset. Energies are from wB97M-V/def2-TZVPD.

```
! RIJCOSX wB97M-V def2-TZVPD def2/J DEFGRID3
* xyz 0 1
S -1.0963 -0.1044 1.1627
O -2.4640 -0.0148 0.7326
O -0.6802 -1.2617 1.9090
O 2.9693 3.1083 -2.1849
O 1.4525 3.7861 -0.8126
N 0.0888 -2.3044 -0.9493
N 0.0171 3.6484 3.2748
N 2.0248 2.9097 -1.4419
N -0.7471 1.2567 2.0175
C 0.6087 -1.0628 -0.9464
C 1.5703 1.5768 -1.2799
C -1.2761 -2.5721 -0.5427
C -1.9897 -3.6241 -1.3980
C 1.0103 2.6485 2.9221
C 1.7869 -0.7696 -1.6900
C 0.8612 -3.4382 -1.4120
C 0.6097 4.9663 3.3731
C 2.2530 0.5044 -1.8598
C -0.5373 -4.2536 -3.3878
C -1.7412 2.2559 2.3234
C -1.7600 -3.4763 -2.9032
C 0.7824 -3.6397 -2.9322
C 0.3695 1.2611 2.9284
C -1.0786 3.6326 2.3193
C 0.4831 1.3104 -0.4550
C 0.0311 0.0320 -0.2495
H -2.1733 2.0671 3.3153
H 1.4473 2.8508 1.9281
H 1.8108 2.6797 3.6645
H -2.5266 2.1831 1.5720
H 0.0037 2.1271 0.0584
H -2.6354 -3.8589 -3.4311
H 0.9109 -2.6769 -3.4286
H -1.3013 -2.8901 0.5049
H 1.0746 0.4967 2.6017
H -1.6563 -2.4205 -3.1597
H -0.5426 -4.2875 -4.4793
H 2.3337 -1.5689 -2.1587
H 1.9024 -3.3081 -1.1056
H -1.7071 -4.6324 -1.0902
H -3.0526 -3.5139 -1.1788
H -0.7259 3.8809 1.3026
H 0.0303 1.0206 3.9445
H 1.0435 5.3052 2.4209
H 0.4857 -4.3272 -0.9037
H 1.3932 4.9475 4.1289
H -1.8107 4.3843 2.6218
H 1.6028 -4.2904 -3.2412
H -1.8325 -1.6374 -0.6127
H 3.1382 0.7008 -2.4450
H -0.1554 5.6763 3.6822
H -0.6058 -5.2832 -3.0287
*
```

The calculation puts the energy relative to the best compared isomer or geometry (same formula, charge and spin) at 96.4 kcal/mol. The calculation puts the HOMO energy at -8.363 eV. Its SMILES is CN1CCN(S(=O)(=O)c2cc([N+](=O)[O-])ccc2N2CCCCCC2)CC1. The gap between HOMO and LUMO is 8.0377 eV. The calculation puts the LUMO energy at -0.3 eV.

Here are the Mulliken charges for atoms 1 to 6, given in e: 1.35, -0.72, -0.75, -0.66, -0.60, 0.39

Here is 2 unconnected molecules or ions with the total composition C17H26NO3 at a distorted geometry from the Open Molecules 2025 dataset. Energies are from wB97M-V/def2-TZVPD.

```
! RIJCOSX wB97M-V def2-TZVPD def2/J DEFGRID3
* xyz 1 1
O -6.3094 -1.8092 -1.0518
O -1.7286 2.2112 -0.9365
O 1.2838 2.0971 1.2512
N 2.1928 0.3206 -0.2343
C -6.6768 -1.3924 1.3739
C 4.4667 -1.3993 -0.2826
C -3.1423 0.8425 0.8009
C -4.1638 -0.0693 0.7687
C 3.4585 -1.3284 0.7414
C 2.0028 -1.0245 0.3617
C 4.5132 -0.1197 -1.0444
C -0.7699 2.4227 0.0654
C -4.5266 0.0110 -1.5493
C -3.4135 0.8375 -1.7560
C -2.7772 1.1690 -0.3625
C 5.7645 -1.9080 0.3729
C -5.9176 -1.2972 -0.0654
C -4.8375 -0.4122 -0.1996
C 0.9722 0.8338 -0.6163
C 3.1670 0.4074 -1.3205
C 0.2800 1.6423 0.6337
H 4.9214 0.5192 -0.2102
H 1.1071 1.8734 -1.3329
H 1.3830 -0.9974 1.1277
H 3.3149 1.5702 -1.8138
H 4.1317 -2.3482 -1.1334
H -0.3531 0.8713 1.2462
H 0.8571 2.6434 2.1957
H 5.7694 -3.1388 0.6249
H -1.4993 3.0198 1.2904
H -5.9129 -1.9802 1.9677
H 5.1302 -0.0259 -1.6426
H 0.2882 0.2967 -0.9043
H -4.5303 -0.2980 1.9519
H 1.7211 -1.5325 -0.5911
H -6.8578 -0.5134 1.7320
H 3.7955 -0.8090 1.6091
H 3.2542 -2.5175 1.0529
H 6.6477 -1.9585 -0.6087
H -0.1949 3.3897 -0.0969
H 2.8352 -0.3002 -2.3829
H -3.1320 1.3186 -2.5992
H -2.6658 1.2408 1.6575
H -7.7567 -1.8952 1.1225
H 2.7146 1.0854 0.3688
H 6.1772 -1.1070 0.7284
H -4.9838 -0.4418 -2.3104
*
```

The calculation puts the energy relative to the best compared isomer or geometry (same formula, charge and spin) at 399.5 kcal/mol. The calculation puts the HOMO energy at -11.649 eV. The gap between HOMO and LUMO is 8.7192 eV. The calculation puts the LUMO energy at -2.9 eV.

Here are the Mulliken charges for atoms 1 to 6, given in e: -0.53, -0.35, -0.67, 0.33, -1.33, 0.82

Here is 2 unconnected molecules or ions with the total composition C17H26NO3S at a distorted geometry from the Open Molecules 2025 dataset. Energies are from wB97M-V/def2-TZVPD.

```
! RIJCOSX wB97M-V def2-TZVPD def2/J DEFGRID3
* xyz 1 1
S -1.1512 2.8954 -1.8694
O -4.8296 -3.1077 3.4449
O -3.3836 -1.5509 2.8921
O -4.5576 -2.5987 1.2205
N 0.3854 0.6413 -2.0544
C -0.6630 -0.4066 -1.6242
C 1.2035 -1.8354 -0.0511
C 7.7239 0.6099 -0.4450
C -4.2924 -2.4307 2.4009
C -0.3985 3.7984 0.8554
C 1.8538 0.5656 -1.5851
C 4.1968 1.9577 -1.0980
C 6.8382 1.3957 -1.2407
C 2.2967 -0.6756 -0.5554
C 5.5824 2.1964 -2.0016
C -0.0160 3.8875 -0.7366
C -5.7879 -4.1166 3.1037
C -2.6791 -0.8263 1.8878
C 2.9395 1.6754 -2.1094
C -0.1505 1.7419 -2.9699
C -5.0925 -5.3840 2.6393
C -0.3248 -1.6774 -0.6402
H 3.3979 -0.8107 -0.1461
H -0.9115 1.2527 -3.7474
H 1.1260 3.6278 -0.8550
H 3.3747 1.2848 -3.1420
H -4.3605 -5.7166 3.3824
H -3.3674 -0.3434 1.1866
H -1.9946 -1.4958 1.3578
H 1.4922 -2.7223 0.6780
H 0.6701 2.2685 -3.6165
H -4.5437 -5.2151 1.7072
H -6.4960 -3.7454 2.3531
H 2.4623 2.7430 -2.3493
H -1.7770 -0.3016 -2.0319
H -0.1421 5.0214 -1.0623
H -5.8177 -6.1847 2.4707
H 4.0872 2.9570 -0.4568
H -6.3626 -4.3288 4.0104
H -1.0504 2.8588 1.1471
H 0.6358 3.6892 1.4416
H 8.1490 -0.0718 0.4378
H 5.8749 3.3324 -2.0901
H -2.0899 -0.0480 2.3810
H 4.4428 1.0932 -0.3492
H -1.1493 -2.4580 -0.3402
H -0.8587 4.8220 1.2448
H 5.5151 1.7361 -3.0752
*
```

The calculation puts the HOMO energy at -11.747 eV. The gap between HOMO and LUMO is 6.7550 eV. The calculation puts the LUMO energy at -5.0 eV.

Here are the Mulliken charges for atoms 1 to 6, given in e: -0.02, -0.36, -0.35, -0.56, 0.21, -0.17